ORCA calculation (the ωB97M-V functional and the def2-TZVPD basis) on a molecular structure, C16H24BN8OSW.

Element x y z (Å)
W -0.64157 0.12681 -0.21140
B -0.28839 -0.08510 3.41872
N -0.59975 1.25269 2.74153
C -0.89638 2.32098 3.44818
C -1.41123 3.34524 2.65369
C -1.38366 2.81183 1.38418
N -0.76290 1.54962 1.36902
N 0.28662 -0.98771 2.27477
C 0.86706 -2.31939 2.63520
C 0.15458 -3.29200 1.74711
C -0.82896 -2.70850 1.05682
N -0.73102 -1.27035 1.14160
H 0.67919 -0.13516 4.12318
H -1.26723 -0.58145 3.78162
H -0.65879 2.37338 4.48181
H -1.81634 4.29265 2.99301
H -1.69559 3.27291 0.47346
H 0.75341 -2.59624 3.68141
H 0.32783 -4.40115 1.72026
H -1.67857 -3.05783 0.45928
C -1.08186 -0.25284 -3.49903
C -0.82030 -0.64810 -2.14122
O -1.85489 -1.21147 -1.22794
N 0.29302 -1.27498 -1.53133
C 1.71194 -0.99634 -1.81499
C 2.23061 -1.06715 -0.38990
C 3.11620 -2.14779 0.06928
C 3.11405 -2.47995 1.34766
C 2.28857 -1.73014 2.32024
C 1.67635 -0.49337 1.78614
N 1.56977 -0.27170 0.37713
H -1.87309 0.38895 -3.65338
H -1.27223 -1.08859 -4.23446
H -0.16903 0.17028 -3.95786
H 0.20070 -2.22836 -1.18904
H 1.83913 0.04574 -2.06188
H 2.19898 -1.65093 -2.53411
H 3.80774 -2.58552 -0.62344
H 3.56314 -3.41975 1.69566
H 2.89443 -1.44621 3.12369
H 1.95041 0.43064 2.27143
N 0.30185 2.81494 -4.16324
C -0.42341 2.76602 -3.05948
N -1.72120 3.14333 -3.18235
S 0.32933 2.28451 -1.55985
H -0.10320 3.22081 -4.99341
H 1.30706 2.66374 -4.14304
H -2.04988 3.77014 -3.95551
H -2.15283 3.46535 -2.30882
C -2.69532 -0.12127 -0.68639
H -3.40533 -0.39602 0.04632
H -3.17903 0.43479 -1.50031

Atoms 1-2, force components in eV/Å:
W 0.1 0.5 0.3
B 0.7 -0.8 -0.5

Output
Total energy: -44256.956 eV
Total charge: +3

=====

ORCA calculation (the ωB97M-V functional and the def2-TZVPD basis) on 4 unconnected molecules or ions with the total composition C3H13NO3.

Element x y z (Å)
C 0.25178 1.48979 1.81796
N -0.42982 0.73140 1.01487
C -0.74068 -0.69237 1.35417
C -2.25489 -1.00232 0.92755
H 0.68608 1.29474 2.92048
H 0.41933 2.55426 1.34032
H -0.20742 -1.27771 0.53052
H -0.51532 -1.00210 2.35446
H -2.60237 -1.68479 1.76567
H -2.80295 -0.12746 0.68361
H -2.40514 -1.62921 0.05044
O 3.22600 -1.53306 -0.83349
H 2.71949 -0.87392 -1.25799
H 3.59556 -1.30744 -0.03712
O -0.62736 1.83692 -1.77367
H -1.45912 1.49650 -2.28441
H -0.60451 1.29650 -0.91407
O 1.57011 0.29598 -2.43383
H 1.45307 -0.52554 -2.97579
H 0.72815 0.65984 -2.24969

Atoms 1-2, force components in eV/Å:
C -0.4 0.8 -1.0
N 1.3 -0.1 2.2

Output
Total energy: -10952.653 eV
SMILES: C=NCC.O.O.O

=====

ORCA calculation (the ωB97M-V functional and the def2-TZVPD basis) on 14 unconnected molecules or ions with the total composition C24H76O24S5.

Element x y z (Å)
O -3.88313 -5.55174 1.72375
S -5.26942 -5.79825 1.29349
O -5.56716 -5.79630 -0.12011
O -5.79216 -7.27333 1.98003
C -5.67587 -7.38347 3.41449
C -6.29438 -8.76924 3.75464
C -6.38649 -4.61192 2.12894
H -6.26503 -6.59577 3.88409
H -4.66067 -7.35885 3.81054
H -5.65120 -9.51471 3.28699
H -7.30216 -8.80527 3.34089
H -6.32864 -9.00728 4.81778
H -7.36329 -5.08788 2.21503
H -6.41936 -3.67911 1.56600
H -6.06448 -4.42643 3.15364
O -1.41812 0.17725 0.26122
S -1.09367 0.71305 -1.08459
O -2.21107 1.10251 -1.97001
O -0.02437 2.00721 -1.01373
C 1.06062 1.85800 -0.12375
C 1.68966 3.18388 0.04641
C 0.01126 -0.51453 -2.01066
H 1.80308 1.18639 -0.55480
H 0.68883 1.33232 0.75576
H 2.68985 3.14296 0.47775
H 1.03760 3.83458 0.62908
H 1.82888 3.63204 -0.93740
H 0.72177 -0.83195 -1.24743
H 0.44551 -0.10148 -2.92111
H -0.57463 -1.38334 -2.31066
O -5.70064 7.78974 -5.42554
S -6.21467 6.56371 -6.06050
O -7.18194 6.61175 -7.12630
O -4.87981 5.63128 -6.54271
C -3.70157 5.53478 -5.65973
C -2.71622 6.70466 -5.80671
C -6.88587 5.44474 -4.75467
H -3.17558 4.64499 -6.00574
H -3.94775 5.30213 -4.62369
H -1.90360 6.39856 -5.14788
H -3.10553 7.70555 -5.62028
H -2.34124 6.83572 -6.82175
H -7.65634 4.86481 -5.26276
H -7.28655 6.05078 -3.94210
H -6.08830 4.77229 -4.43876
O 0.48246 -9.32026 -2.84594
S 1.44969 -10.33558 -2.37490
O 2.75417 -10.03272 -1.87070
O 0.64738 -11.29657 -1.26606
C 1.14553 -12.57917 -0.92634
C 0.24707 -13.01584 0.22428
C 1.57466 -11.65200 -3.73001
H 2.18821 -12.54557 -0.61046
H 1.12648 -13.29602 -1.74723
H 0.68208 -13.94095 0.60248
H -0.78276 -13.10119 -0.12251
H 0.23073 -12.32214 1.06488
H 1.82926 -11.14840 -4.66257
H 0.66847 -12.25551 -3.78191
H 2.39786 -12.33351 -3.51559
O -2.17791 3.08433 7.74136
S -3.46704 3.72318 7.99613
O -4.42256 3.06526 8.87628
O -3.18555 5.28866 8.53851
C -4.29990 6.04987 9.09203
C -3.79795 7.44283 9.35939
C -4.24558 4.19467 6.37149
H -4.65637 5.65976 10.04536
H -5.12563 6.05080 8.38050
H -3.15080 7.37547 10.23389
H -4.67047 8.07853 9.51001
H -3.18398 7.75808 8.51573
H -4.30730 3.28622 5.77232
H -3.67855 4.95860 5.83952
H -5.24394 4.59434 6.54936
C 5.19653 9.72054 1.70456
O 3.87458 10.06031 2.07744
H 5.36486 9.95303 0.65304
H 5.84963 10.48083 2.13295
H 5.41640 8.66358 1.85491
H 3.71542 9.63259 2.92203
C 1.51827 -2.57250 4.42240
O 1.43552 -3.07777 3.11666
H 1.23545 -1.52269 4.50006
H 0.78173 -3.03308 5.08078
H 2.49930 -2.64085 4.89249
H 0.51920 -3.24641 2.88533
C 5.58279 6.46845 -5.13907
O 6.50745 6.82028 -6.14949
H 5.50245 5.38226 -5.09630
H 5.87503 6.84601 -4.15920
H 4.58078 6.81775 -5.38821
H 7.36297 6.70878 -5.72846
C 6.61736 -4.35300 0.41618
O 5.44859 -3.83784 -0.12050
H 6.40440 -5.42193 0.42793
H 7.40231 -4.11592 -0.30197
H 6.81491 -3.92762 1.40012
H 4.74431 -4.06986 0.48923
C 1.24420 7.51059 6.49065
O 2.55869 7.35726 6.06914
H 0.79172 8.37019 5.99623
H 0.63122 6.64069 6.25474
H 1.16083 7.60102 7.57368
H 3.03917 6.62510 6.46245
C 2.73295 1.23566 -8.70995
O 1.81564 2.24348 -9.04515
H 3.50201 1.35419 -9.47323
H 3.17608 1.42830 -7.73289
H 2.22676 0.27155 -8.75868
H 2.28638 2.92932 -9.52435
C -1.37389 -5.23596 -8.05489
O -2.16406 -4.78652 -9.10845
H -1.11885 -6.28717 -8.18912
H -0.40336 -4.75537 -7.93155
H -1.91709 -5.08545 -7.12195
H -2.01339 -3.83853 -9.09389
C 7.00261 -0.39949 -4.08498
O 5.84349 -1.17042 -4.14910
H 7.72238 -1.08587 -3.63899
H 7.36760 -0.11109 -5.07074
H 6.91801 0.43786 -3.39231
H 5.62006 -1.60279 -3.32161
C 5.24901 2.06432 6.06712
O 4.94425 2.91703 7.09854
H 5.35755 1.07852 6.51937
H 4.47745 2.00208 5.29971
H 6.19539 2.27554 5.56928
H 4.90242 2.31090 7.84181

Atoms 1-2, force components in eV/Å:
O -2.5 -0.5 -0.5
S 1.3 -0.1 0.9

Output
Total energy: -129425.562 eV

=====

Asked for strongest force on any atom across the records above, the calculation gives 3.955, 4.098, 3.499 eV/A in order.
Asked for relative energy (zero: lowest compared OMol25 entry of this formula, charge and spin) across the records above, the calculation gives 83.15, 48.86, 96.25 kcal per mole in order.